Record 1
# C16H34O15PS2

A 3-piece molecular cluster, C16H34O15PS2 overall (ωB97M-V with the def2-TZVPD basis set, OMol25).

Computed properties:
highest occupied orbital energy: -5.8 eV
HOMO-LUMO gap: 8.19 eV
charge: -1

Cartesian coordinates (Å):
C1 5.107 -1.973 0.292
C2 4.090 -1.935 -0.961
S1 4.463 -3.526 -1.773
O1 4.581 -0.769 -1.689
S2 3.764 0.502 -1.011
O2 4.640 1.486 -0.401
O3 3.174 1.164 -2.165
O4 2.739 -0.260 0.036
C3 2.655 -1.655 -0.394
C4 2.367 -2.779 0.678
O5 2.184 -3.958 0.403
O6 2.364 -2.376 1.913
P1 1.161 -1.659 -1.551
O7 1.368 -2.416 -2.811
O8 -0.079 -2.414 -0.704
O9 0.586 -0.111 -1.841
H1 4.674 -1.439 1.176
H2 5.378 -3.035 0.514
H3 6.054 -1.482 -0.055
H4 3.435 -3.853 -2.618
H5 -0.270 -1.791 0.031
H6 0.336 0.207 -0.947
C5 -0.090 -0.506 3.711
O10 -1.135 -1.459 3.789
C6 -0.756 -2.772 3.393
C7 -1.067 -3.819 4.457
O11 -0.389 -3.694 5.704
C8 -0.673 -2.565 6.519
C9 -2.101 -2.417 7.034
O12 -3.040 -2.201 5.992
C10 -4.160 -3.064 6.022
H7 -0.129 0.008 2.746
H8 -0.245 0.233 4.503
H9 0.897 -0.953 3.854
H10 0.305 -2.823 3.126
H11 -1.335 -3.017 2.495
H12 -0.752 -4.785 4.053
H13 -2.142 -3.917 4.617
H14 -0.334 -1.653 6.028
H15 -0.028 -2.677 7.396
H16 -2.139 -1.535 7.685
H17 -2.363 -3.298 7.635
H18 -3.924 -4.036 6.465
H19 -4.480 -3.231 4.992
H20 -4.978 -2.589 6.572
C11 -4.059 3.860 -3.964
O13 -2.802 3.221 -4.056
C12 -2.525 2.646 -5.324
C13 -1.205 3.128 -5.917
O14 -1.100 4.517 -6.213
C14 -1.125 5.441 -5.131
C15 0.003 5.346 -4.109
O15 -0.020 4.126 -3.390
C16 1.221 3.431 -3.364
H21 -4.801 3.162 -3.565
H22 -3.963 4.698 -3.268
H23 -4.398 4.258 -4.925
H24 -3.336 2.830 -6.036
H25 -2.453 1.562 -5.176
H26 -1.085 2.618 -6.878
H27 -0.357 2.801 -5.316
H28 -2.101 5.424 -4.644
H29 -1.052 6.429 -5.596
H30 -0.129 6.152 -3.378
H31 0.965 5.496 -4.616
H32 1.825 3.625 -4.254
H33 1.007 2.363 -3.327
H34 1.777 3.708 -2.466

Now the natural (NBO) charges, all in e: -0.669, 0.105, 0.015, -0.660, 2.449, -0.887, -0.912, -0.659, -0.241, 0.723, -0.665, -0.786, 2.271, -1.081, -0.931, -0.933, 0.261, 0.238, 0.226, 0.182, 0.477, 0.483, -0.252, -0.561, -0.116, -0.077, -0.539, -0.078, -0.088, -0.544, -0.251, 0.160, 0.169, 0.202, 0.230, 0.170, 0.191, 0.160, 0.183, 0.178, 0.173, 0.164, 0.167, 0.188, 0.166, -0.251, -0.543, -0.091, -0.083, -0.545, -0.077, -0.088, -0.554, -0.259, 0.171, 0.184, 0.165, 0.163, 0.187, 0.182, 0.189, 0.172, 0.177, 0.172, 0.170, 0.164, 0.211, 0.182


Record 2
# C3H9O

A 2-piece molecular cluster, C3H9O overall (ωB97M-V with the def2-TZVPD basis set, OMol25).

Computed properties:
energy above the lowest of the compared OMol25 structures with the same formula, charge and spin: 15.7 kcal/mol
highest occupied orbital energy (spin up / spin down): 4.4 / 0.4 eV
spin multiplicity: 2
⟨S²⟩: 0.75
HOMO-LUMO gap (spin up / spin down): 3.02 / 7.25 eV
charge: -2

Cartesian coordinates (Å):
O1 -0.338 0.839 3.028
H1 0.119 0.197 3.555
C1 0.544 -1.128 -0.109
C2 -0.299 0.127 -0.022
C3 -0.284 0.668 -1.433
H2 1.588 -0.742 -0.144
H3 0.506 -1.842 0.716
H4 0.468 -1.526 -1.118
H5 -1.321 -0.068 0.245
H6 0.138 0.935 0.691
H7 -0.924 1.604 -1.493
H8 -0.825 -0.010 -2.049
H9 0.629 0.945 -1.869

Now the natural (NBO) charges, all in e: -1.368, 0.379, -0.772, -0.434, -1.191, 0.178, 0.188, 0.173, 0.155, 0.226, 0.156, 0.149, 0.161


Record 3
# C34H29Br3N7O2Yb

C34H29Br3N7O2Yb as an isolated structure (ωB97M-V with the def2-TZVPD basis set, OMol25).

Computed properties:
energy above the lowest of the compared OMol25 structures with the same formula, charge and spin: 0.0 kcal/mol
highest occupied orbital energy (spin up / spin down): -13.9 / -13.9 eV
spin multiplicity: 2
⟨S²⟩: 0.75
HOMO-LUMO gap (spin up / spin down): 7.86 / 7.73 eV
charge: +2

Cartesian coordinates (Å):
Yb1 10.143 9.920 11.215
C1 12.673 12.856 11.810
C2 13.334 11.633 12.292
C3 14.704 11.727 12.683
C4 15.385 10.637 13.233
C5 14.671 9.457 13.305
C6 13.357 9.390 12.759
N1 12.663 10.488 12.397
C7 12.686 8.122 12.704
C8 13.460 6.937 12.965
C9 12.762 5.748 13.143
C10 11.367 5.758 13.164
C11 10.683 6.922 12.729
N2 11.355 8.057 12.466
C12 9.236 6.862 12.530
C13 8.577 5.615 12.358
C14 7.187 5.582 12.360
C15 6.519 6.752 12.503
C16 7.247 7.976 12.576
C17 6.440 9.185 12.899
N3 8.579 8.040 12.606
H1 13.338 13.538 11.231
H2 12.323 13.399 12.719
H3 11.843 12.526 11.172
H4 15.221 12.668 12.605
H5 16.417 10.756 13.557
H6 15.066 8.539 13.713
H7 14.518 6.985 12.934
H8 13.282 4.800 13.198
H9 10.817 4.905 13.507
H10 9.153 4.732 12.154
H11 6.611 4.673 12.212
H12 5.446 6.806 12.544
H13 6.173 9.035 13.996
H14 5.543 9.241 12.238
H15 6.997 10.112 12.779
Br1 15.446 11.233 6.102
C18 14.045 10.854 7.336
C19 14.113 9.753 8.216
C20 13.120 9.624 9.136
N4 12.065 10.444 9.228
C21 11.902 11.443 8.316
C22 12.935 11.740 7.392
C23 10.625 12.212 8.416
C24 10.205 12.903 7.268
C25 8.949 13.489 7.262
Br2 8.305 14.255 5.667
C26 8.179 13.512 8.443
C27 8.681 12.781 9.529
N5 9.890 12.190 9.550
H16 14.977 9.048 8.239
H17 13.251 8.886 9.935
H18 12.878 12.633 6.793
H19 10.794 12.976 6.371
H20 7.249 14.093 8.567
H21 8.066 12.690 10.432
N6 9.820 8.309 9.528
C28 8.415 8.240 9.147
C29 7.503 9.410 9.650
O1 6.586 9.764 8.914
O2 7.916 9.886 10.806
H22 10.460 8.492 8.763
H23 10.135 7.403 9.957
H24 8.005 7.295 9.552
H25 8.269 8.191 8.041
Br3 9.005 10.354 17.260
C30 8.805 11.158 15.538
C31 8.253 12.446 15.440
C32 8.461 13.164 14.251
C33 9.240 12.559 13.214
N7 9.663 11.285 13.296
C34 9.433 10.578 14.426
H26 7.761 12.919 16.256
H27 7.999 14.130 14.069
H28 9.459 13.121 12.327
H29 9.766 9.539 14.437

Now the Mulliken charges, all in e: 1.074, -0.777, 0.561, -0.946, -0.916, -1.319, 0.563, 0.680, 1.024, -1.393, -1.023, -1.275, 0.457, 0.855, 0.688, -1.313, -0.913, -1.062, 1.018, -1.177, 0.838, 0.496, 0.340, -0.169, 0.533, 0.474, 0.566, 0.491, 0.451, 0.706, 0.585, 0.446, 0.542, 0.399, 0.443, -0.130, -0.081, -0.182, -0.793, -0.096, 0.616, 0.314, -1.015, 1.040, -0.981, -0.309, -0.081, -0.806, -0.154, 0.254, 0.428, 0.254, 0.522, 0.459, 0.437, 0.381, -0.367, -0.594, 0.444, -0.690, -0.302, 0.378, 0.280, 0.258, 0.407, -0.112, -0.388, -0.305, -1.041, -0.230, 0.147, 0.132, 0.528, 0.468, 0.626, 0.339


Record 4
# C2H3BrS

One molecule with the formula C2H3BrS (ωB97M-V with the def2-TZVPD basis set, OMol25).

Computed properties:
energy above the lowest of the compared OMol25 structures with the same formula, charge and spin: 20.6 kcal/mol
SMILES: S=CCBr
highest occupied orbital energy (spin up / spin down): -9.3 / -9.3 eV
HOMO-LUMO gap (spin up / spin down): 8.54 / 8.54 eV
charge: 0

Cartesian coordinates (Å):
S1 2.296 -0.571 0.051
C1 0.731 -0.966 -0.105
C2 -0.359 0.129 -0.237
Br1 -2.395 -0.073 -0.052
H1 0.581 -1.968 0.118
H2 0.003 0.801 0.467
H3 -0.303 0.765 -1.210

Now the natural (NBO) charges, all in e: 0.076, -0.270, -0.482, -0.026, 0.208, 0.233, 0.260